Here is a molecular structure, C13H40ClN4O11 from the OMol25 dataset. Energies are from the ωB97M-V functional and the def2-TZVPD basis.

As for the HOMO energy: -6.01 eV. The calculation puts the gap between HOMO and LUMO at 8.515 eV. The total charge is -1. For the total energy, the calculation gives -55104.7603 eV.

Structure (XYZ):
```
69
Properties=species:S:1:pos:R:3:forces:R:3:lowdin_charge:R:1
Cl -19.232650 9.162250 -15.528970 3.917 3.960 7.144 1.0625
O -20.525790 8.853110 -15.021010 1.114 6.642 -0.190 -0.3317
O -18.209760 8.700670 -14.592870 -4.007 3.331 -1.470 -0.2944
O -19.052750 8.498150 -16.814690 -12.539 9.968 11.186 -0.3204
O -18.987870 10.601020 -15.675650 -10.679 -5.176 -1.518 -0.1995
C -17.594550 10.548140 -12.529500 -0.921 1.286 1.086 -0.0710
C -18.220210 11.612780 -13.474550 0.950 -0.885 -0.001 -0.3019
O -17.533440 11.521040 -14.675140 3.887 3.698 2.426 -0.0975
H -18.199390 10.616640 -11.625310 0.322 -0.125 0.652 0.0600
H -16.558000 10.812380 -12.320110 -0.058 0.058 0.059 0.0743
H -17.629310 9.499810 -12.825980 -0.056 0.592 -0.325 0.0518
H -18.187480 12.650360 -13.142190 0.626 -0.016 0.683 0.1120
H -19.295000 11.493730 -13.611480 -0.025 -0.462 -0.061 0.0694
H -18.011600 10.876620 -15.202090 3.383 0.876 1.332 -0.1944
C -16.025880 7.720610 -15.496280 0.954 0.770 -0.877 -0.0601
C -17.288630 6.919700 -15.281170 3.316 -2.222 1.013 -0.3162
O -16.883670 5.535860 -15.439850 -0.334 0.295 -0.652 -0.0621
H -15.084760 7.340510 -15.098910 -0.405 -0.402 0.605 0.0863
H -16.220440 8.728740 -15.130320 0.669 -0.074 0.068 0.0791
H -15.824670 7.880160 -16.555610 0.459 -0.437 0.696 0.0592
H -18.078760 7.260510 -15.950220 1.832 -1.986 1.415 0.0609
H -17.470190 7.067240 -14.216570 -0.568 -0.959 -0.258 0.1183
H -17.665470 4.980900 -15.488830 -0.299 -0.057 -0.023 0.0588
C -20.944220 9.821910 -12.914420 -1.303 1.294 1.459 -0.0707
C -21.963530 9.166580 -11.922880 -0.281 0.464 -0.959 -0.2332
O -23.366520 9.116160 -12.361880 1.210 0.021 0.049 -0.1015
H -21.072240 9.691080 -13.988950 -1.470 0.623 2.563 0.0225
H -19.921120 9.510180 -12.704170 -0.146 -0.222 0.220 0.0607
H -20.935990 10.910370 -12.857190 -0.268 0.140 0.751 0.0726
H -22.041850 9.728570 -10.992220 0.347 -0.077 -0.011 0.1016
H -21.611910 8.157050 -11.710010 -0.125 -0.120 0.184 0.0993
H -23.448240 8.348150 -12.932050 -0.068 0.007 -0.154 0.0592
C -18.437490 8.334570 -19.976550 0.173 0.497 -0.861 -0.0402
C -19.339500 8.163850 -18.770930 -0.607 -0.475 -5.736 -0.2734
O -20.302730 7.154690 -19.161200 -0.276 0.126 -0.596 -0.0666
H -17.983540 7.389800 -20.275640 0.283 -0.159 0.412 0.0853
H -17.675320 9.100620 -19.833850 0.029 -0.298 -0.080 0.0676
H -18.965500 8.615480 -20.887800 -0.543 0.170 0.101 0.0725
H -19.843810 9.093180 -18.506120 -0.069 -0.041 -0.474 0.1466
H -18.797390 7.808910 -17.894430 0.504 -0.309 -8.822 0.0127
H -21.193640 7.487140 -19.292920 0.323 0.267 -0.126 0.0677
C -20.023670 5.886930 -16.141480 0.808 -4.171 -0.037 -0.6958
O -20.291710 4.668480 -16.095630 -0.337 0.415 0.417 -0.0075
N -19.303480 6.428560 -17.100470 0.532 -4.993 -1.456 0.1283
N -20.302770 6.804680 -15.243230 2.550 -4.159 2.287 0.0885
H -19.144550 7.425510 -17.069930 -2.224 -6.882 1.599 -0.1670
H -18.931910 5.927490 -17.894800 -0.759 -0.628 0.518 0.1612
H -20.691500 6.610300 -14.331530 0.113 0.010 -0.403 0.1631
H -20.154240 7.752510 -15.558930 -0.238 -6.128 1.431 -0.0782
C -16.803710 10.039520 -17.780670 1.164 -0.070 0.058 -0.7519
O -15.778350 10.217340 -18.369740 3.516 1.092 -2.155 0.0333
N -17.465850 11.029340 -17.204140 -0.469 2.062 -1.446 0.1832
N -17.250770 8.828410 -17.597180 4.637 -0.964 -2.183 0.1093
H -18.420190 10.875160 -16.911600 1.438 1.149 -1.797 0.0241
H -17.065360 11.955100 -17.152380 -0.003 -0.431 -0.272 0.1302
H -18.079090 8.621390 -17.057610 7.393 1.525 -1.683 -0.2275
H -16.694900 8.044690 -17.908470 0.198 0.838 -0.560 0.1396
C -24.306820 8.066140 -17.341520 0.239 0.186 0.546 -0.0460
C -23.014030 8.647870 -16.756660 -0.472 0.440 -1.810 -0.4275
C -21.978780 7.596410 -16.551740 -1.943 0.536 0.001 -0.0828
O -22.429820 9.508160 -17.765780 -0.274 0.426 -0.070 -0.0547
H -24.926890 7.585940 -16.584540 0.138 -0.265 0.044 0.0755
H -23.930670 7.323670 -18.045340 -0.596 -0.166 -0.286 0.0802
H -24.939330 8.814030 -17.819750 0.215 0.068 -0.144 0.0761
H -23.199570 9.333500 -15.929860 0.095 -0.310 0.371 0.1421
H -22.371110 6.833930 -15.878830 -0.024 0.055 -0.010 0.1218
H -21.123470 8.092860 -16.093400 -4.463 -0.723 -3.277 0.0032
H -21.623000 7.080340 -17.443470 -0.676 0.149 -0.147 0.1007
H -22.299530 8.877710 -18.477930 0.188 0.356 -0.446 0.0524
```
Forces are in eV/Å.

=====

Here is a molecular structure, C49H34FeN3O2P from the OMol25 dataset. Energies are from the ωB97M-V functional and the def2-TZVPD basis.

As for the energy above the lowest of the compared OMol25 structures with the same formula, charge and spin: 1.6131 eV. As for the HOMO energy (alpha / beta): -4.46 / -3.68 eV. Its multiplicity is 2. The calculation puts the gap between HOMO and LUMO (alpha / beta) at 6.329 / 5.637 eV. The total charge is -1. For the total energy, the calculation gives -103607.0631 eV.

Structure (XYZ):
```
90
Properties=species:S:1:pos:R:3:forces:R:3:lowdin_charge:R:1
Fe -0.051937 0.153627 0.022731 -0.146 -1.459 -0.996 0.3036
O -4.289753 -3.006692 -4.238552 0.010 0.309 0.025 -0.0563
C -4.150256 -1.765862 -4.189220 -0.144 -0.105 -0.116 -0.6903
O -4.737061 -0.854231 -4.808720 0.136 -0.194 0.160 -0.0559
C -3.070529 -1.280935 -3.188384 -0.049 -0.418 0.097 -0.0890
C -2.742705 0.056972 -3.102771 0.127 0.335 0.087 0.0608
C -1.760074 0.467142 -2.203884 -0.281 -1.497 0.445 -0.1961
N -1.223013 -0.432402 -1.344174 0.248 0.005 -0.538 0.0251
C -1.475957 -1.761506 -1.465718 0.166 0.887 0.105 -0.2014
C -2.391808 -2.208082 -2.381281 -0.394 0.056 -0.426 0.0622
C -0.607962 -2.569218 -0.604767 0.355 -0.189 0.096 -0.2084
C -0.731206 -3.946001 -0.432895 -0.230 0.151 -0.192 -0.0069
C 0.174745 -4.614871 0.362363 0.088 -0.034 0.131 -0.0690
C 1.200034 -3.894133 0.967273 -0.110 -0.196 -0.092 -0.0590
C 1.252692 -2.532007 0.766650 0.135 0.310 -0.033 -0.1023
N 0.374208 -1.867034 0.007474 -0.258 -0.166 0.021 0.0417
C -1.120695 1.747500 -2.085537 1.090 0.920 0.523 -0.1765
C -1.487796 2.910470 -2.781935 -0.202 -0.524 0.043 -0.0105
C -0.693804 4.023596 -2.713074 0.607 0.208 0.322 -0.0661
C 0.498068 3.968900 -1.960596 -0.578 0.225 -0.506 -0.0611
C 0.777605 2.828539 -1.261358 -0.172 -0.552 0.293 -0.1174
N -0.018691 1.735767 -1.257285 -0.379 0.462 -0.621 0.0683
H -3.264047 0.757483 -3.743929 0.034 -0.100 -0.094 0.1199
H -2.608868 -3.260048 -2.519444 -0.072 0.066 -0.071 0.1170
H -1.544346 -4.462316 -0.926118 0.034 -0.050 0.037 0.1123
H 0.087016 -5.683108 0.519425 -0.003 0.026 -0.043 0.1036
H 1.943211 -4.381334 1.584033 -0.021 0.045 0.018 0.1026
H 2.020828 -1.926913 1.234111 -0.054 0.031 -0.003 0.1036
H -2.394322 2.896211 -3.374445 0.046 0.021 0.002 0.1150
H -0.965672 4.931135 -3.237917 0.005 -0.047 -0.016 0.1027
H 1.181190 4.805822 -1.928570 -0.011 0.011 0.015 0.1001
H 1.677865 2.749958 -0.663145 -0.085 -0.040 0.071 0.1105
C -5.725584 0.666035 -0.895234 0.012 0.043 0.039 -0.0807
C -4.818364 1.683865 -0.639861 0.046 -0.070 -0.008 -0.0812
C -3.675623 1.436981 0.113593 -0.094 0.053 0.021 -0.0991
C -3.448946 0.178132 0.663829 0.055 -0.195 0.031 -0.3562
C -4.353164 -0.845647 0.370012 -0.014 -0.009 0.031 -0.1113
C -5.480551 -0.607847 -0.399863 -0.004 0.000 -0.042 -0.0742
P -1.918800 -0.300376 1.563677 0.151 0.979 0.456 1.1321
C -2.568986 -0.853465 3.197336 -0.067 -0.417 -0.148 -0.3371
C -3.879280 -0.697455 3.639795 0.041 0.066 0.129 -0.0924
C -4.262158 -1.181362 4.886502 -0.003 0.017 -0.021 -0.0898
C -3.345173 -1.832610 5.699370 -0.002 0.014 -0.044 -0.1012
C -2.040728 -2.011873 5.256378 0.013 0.023 -0.015 -0.0897
C -1.661207 -1.533891 4.011290 -0.004 0.030 0.041 -0.0972
C -1.233674 1.331197 2.079227 -0.006 0.399 -0.243 -0.2905
C -2.060328 2.321670 2.634420 -0.043 -0.300 -0.184 -0.1049
C -1.628476 3.613785 2.813811 0.017 0.206 0.051 -0.0945
C -0.332108 3.961659 2.423084 -0.119 0.104 -0.033 -0.0830
C 0.518162 3.005126 1.928742 -0.003 -0.104 -0.127 -0.0514
C 0.109149 1.661468 1.770570 0.306 0.094 1.786 -0.2814
H -6.606921 0.853162 -1.495284 0.044 -0.006 -0.033 0.1037
H -4.983167 2.675664 -1.045391 0.006 -0.030 -0.012 0.1018
H -2.956671 2.235042 0.251397 -0.007 -0.012 0.097 0.1009
H -4.162434 -1.848438 0.741292 -0.024 0.019 0.001 0.1117
H -6.154942 -1.420540 -0.640327 0.021 0.012 0.025 0.1084
H -4.605089 -0.192076 3.014983 -0.009 -0.017 -0.018 0.0995
H -5.284689 -1.049914 5.221098 0.023 0.007 -0.005 0.0984
H -3.646607 -2.207177 6.669630 -0.010 -0.008 -0.008 0.0956
H -1.322645 -2.537185 5.875495 -0.011 0.024 -0.013 0.0949
H -0.646631 -1.691251 3.657978 -0.010 -0.007 -0.005 0.0898
H -3.071302 2.049495 2.916242 -0.025 0.016 -0.015 0.1052
H -2.288749 4.353310 3.251187 0.021 -0.008 -0.018 0.0961
H 0.016009 4.980947 2.543857 0.007 -0.008 0.028 0.0990
H 1.545552 3.254865 1.693026 0.023 -0.012 0.048 0.1123
C 1.124887 0.616056 1.554590 -0.040 0.610 -0.465 -0.1547
C 2.228917 0.503609 2.187975 -0.437 0.025 -0.336 -0.0280
C 3.390756 0.370929 2.815786 0.215 -0.042 0.289 -0.1633
C 3.483518 -0.473283 4.037072 0.054 0.150 -0.120 -0.1702
C 2.319700 -0.908408 4.684737 -0.061 0.008 0.041 -0.0335
C 2.377157 -1.661342 5.845502 0.002 -0.002 -0.047 -0.0945
C 3.603134 -2.005977 6.403959 0.019 0.027 -0.015 -0.1176
C 4.765498 -1.602324 5.763936 -0.059 0.020 -0.055 -0.1010
C 4.706718 -0.855221 4.592871 0.110 -0.092 0.014 -0.0509
C 4.561710 1.135562 2.292891 -0.068 -0.039 0.175 -0.1864
C 5.422141 1.839687 3.139429 0.024 0.023 -0.010 -0.0552
C 6.525333 2.516476 2.638151 -0.025 -0.002 -0.038 -0.0982
C 6.789890 2.513970 1.273765 -0.032 -0.035 0.048 -0.1156
C 5.909270 1.868920 0.415421 -0.050 0.020 0.029 -0.0959
C 4.805394 1.194376 0.920435 0.067 -0.013 -0.084 -0.0340
H 1.359648 -0.627582 4.267197 0.023 0.032 0.028 0.0935
H 1.456181 -1.967905 6.329872 0.021 0.015 -0.028 0.0906
H 3.648887 -2.572498 7.325864 0.005 -0.012 -0.023 0.0902
H 5.730237 -1.868390 6.178455 0.019 -0.014 -0.017 0.0941
H 5.629021 -0.573385 4.098389 -0.043 0.017 0.052 0.1048
H 5.211651 1.864996 4.202343 0.043 -0.047 -0.015 0.1143
H 7.175408 3.060015 3.313821 0.013 -0.042 0.008 0.0949
H 7.674279 3.003872 0.885743 -0.045 0.067 -0.005 0.0908
H 6.086923 1.889641 -0.653809 -0.013 -0.043 0.022 0.0961
H 4.115882 0.694207 0.248972 0.033 -0.033 0.019 0.1135
```
Forces are in eV/Å.